{
  "formula": "C2H8N2",
  "method": "the ωB97M-V functional and the def2-TZVPD basis",
  "fmax_ev_per_a": 1.25,
  "e_above_lowest_kj_mol": 43.70,
  "e_lumo_ev": 1.19,
  "smiles": "[H]/N=C/N.C",
  "orbital_gap_ev": 10.91,
  "homo_ha": -0.35727,
  "total_energy_ev": -5183.2850,
  "symbols": ["H", "C", "N", "H", "N", "C", "H", "H", "H", "H", "H", "H"],
  "positions_angstrom": [[1.015711, 0.956921, 1.435744], [1.312110, 0.252071, 2.212988], [2.537603, 0.495838, 2.862031], [-0.162995, -0.828606, 1.840927], [0.648120, -0.801669, 2.455153], [-3.711193, -0.032407, -6.073837], [2.511602, 1.202318, 3.575726], [-4.132660, 0.539343, -6.893318], [-3.375559, 0.558502, -5.232916], [-4.485837, -0.706214, -5.712148], [3.080621, -0.335637, 3.007152], [-2.923084, -0.647414, -6.486096]],
  "forces_ev_per_a": [[-0.02, 0.37, 0.24], [0.12, -0.67, 0.45], [-0.36, 0.34, -1.15], [-0.03, -0.13, -0.04], [0.12, 0.23, -0.29], [-0.48, -0.61, -0.14], [0.31, -0.06, 0.09], [0.01, 0.39, 0.13], [0.18, 0.30, -0.10], [-0.07, -0.04, 0.02], [-0.14, -0.06, 0.71], [0.36, -0.04, 0.09]]
}


{
  "formula": "C37H43BCoN11OSSe",
  "method": "the ωB97M-V functional and the def2-TZVPD basis",
  "fmax_ev_per_a": 0.97,
  "e_above_lowest_kj_mol": 28.06,
  "e_lumo_ev": [-0.36, -0.64],
  "orbital_gap_ev": [6.66, 6.37],
  "homo_ha": [-0.25783, -0.25779],
  "total_energy_ev": -171992.5861,
  "symbols": ["H", "H", "C", "C", "B", "C", "H", "S", "H", "H", "H", "C", "N", "N", "C", "C", "H", "H", "N", "H", "Se", "C", "H", "C", "H", "H", "N", "C", "C", "C", "H", "N", "H", "H", "C", "H", "H", "H", "C", "H", "C", "H", "H", "C", "C", "H", "C", "H", "C", "H", "H", "C", "H", "C", "C", "H", "H", "H", "C", "H", "H", "C", "N", "C", "C", "N", "H", "C", "H", "C", "Co", "H", "C", "N", "H", "N", "H", "O", "H", "C", "H", "H", "H", "N", "C", "C", "C", "C", "H", "C", "N", "C", "H", "C", "C", "H"],
  "positions_angstrom": [[-2.593222, 4.505703, 2.988577], [-0.621303, -2.347074, -2.261538], [3.551934, 2.494393, 1.379144], [4.639652, -2.890757, 4.027756], [2.236183, -0.911630, 2.007702], [5.375190, -2.275889, 2.993624], [-0.468304, 3.191228, 3.204446], [-1.547088, 2.559400, 1.169686], [-3.108951, 0.678594, 2.882771], [-0.208338, -4.537329, 2.561947], [-2.566792, -5.651785, 1.807066], [6.818506, -2.451634, 2.644634], [0.868038, -0.747262, 2.732903], [-0.694804, -2.959956, 1.280846], [-2.179466, -0.666334, -3.837306], [1.183854, -2.518046, -1.103256], [-2.778490, 0.028310, 1.273696], [7.285031, -1.489743, 2.434715], [1.936744, 1.145814, 0.624588], [2.130302, -4.514360, -1.005751], [1.505202, 0.603384, -2.281060], [-0.717052, 3.714620, 2.283024], [-0.106051, 1.732469, -6.882112], [2.017049, 3.455193, -0.428117], [-1.291518, 5.689196, 2.983043], [-3.276543, -1.052780, 2.567808], [-1.437700, -0.534941, -0.672431], [-1.716886, 4.851354, 2.432467], [-4.195863, -1.385705, -4.934620], [2.468723, -3.053428, 0.607196], [-4.694206, -1.810410, -5.796484], [3.355912, -1.551023, 2.828306], [4.196943, 3.349182, 1.491208], [-1.541949, 1.136602, -1.892457], [0.573610, 1.251288, -4.908398], [1.079653, 3.907534, -0.110759], [-1.105937, -0.550970, -3.837446], [7.358572, -2.931418, 3.459761], [-2.906670, -0.270505, -2.719287], [-2.236954, -1.503553, -5.805797], [-2.165270, -4.706317, 1.475537], [3.106704, -3.509044, 1.345351], [-6.003879, -1.142942, -3.806124], [-4.930185, -1.005705, -3.822499], [-1.271465, -0.421959, 2.747748], [2.484270, -2.653076, 4.439898], [-2.719127, -3.818892, 0.585890], [-1.302653, 5.741705, 0.510381], [-2.123170, 5.217532, 1.002982], [-1.586929, -1.161763, 4.818361], [-1.650932, 4.166704, -3.966829], [-0.925384, -4.120372, 1.862946], [-3.658794, -3.904726, 0.057825], [0.420511, -2.628263, -2.379592], [-2.409469, 3.898528, 0.276312], [1.095876, -1.490244, 4.699083], [-3.468279, 3.644257, 0.262861], [-4.865661, -0.138333, -1.862155], [-1.792555, -2.735338, 0.472619], [0.855581, -1.999525, -3.155370], [-2.990916, 0.883169, -0.939608], [-4.286110, -0.447098, -2.725801], [2.014151, -1.806433, 0.770707], [-0.923347, -0.932953, 4.001762], [-0.303850, 2.674021, -3.220983], [1.233214, -1.456765, -0.281144], [4.320501, 0.925887, 2.777278], [-2.217617, 0.372888, -1.536371], [1.868231, 3.077569, -1.435651], [0.429745, -1.124397, 3.943089], [0.256140, 0.209482, -0.014229], [4.992777, -3.579477, 4.776711], [1.975045, -3.539909, -0.576194], [2.659393, 0.500761, 1.566208], [-2.025175, 3.852508, -0.741867], [-0.942204, 3.011727, -5.509570], [-0.392639, 2.993645, -2.190131], [-0.519232, 2.040958, 0.187564], [2.782341, 4.230363, -0.459931], [2.473344, 2.371249, 0.496001], [-2.992658, 5.872952, 0.983828], [0.459840, -3.664898, -2.712045], [-3.046046, -1.759835, -0.835014], [-0.172186, -0.276372, 1.994125], [-2.686443, -0.165827, 2.334481], [0.504833, 1.593108, -3.560039], [3.632819, 1.287660, 2.034745], [-0.152342, 1.988875, -5.829366], [6.928463, -3.072654, 1.754426], [-2.817581, -1.215282, -4.938011], [4.597740, -1.488661, 2.273726], [-2.073642, -1.643461, -0.353011], [0.200104, 4.031673, 1.786183], [3.364336, -2.409980, 3.877279], [-1.005993, 3.330885, -4.219089], [1.178765, 0.414662, -5.235376]],
  "forces_ev_per_a": [[0.01, 0.03, 0.04], [0.01, 0.02, 0.01], [-0.05, -0.01, -0.03], [-0.02, 0.01, 0.02], [-0.05, -0.10, -0.01], [-0.01, -0.05, -0.06], [-0.02, -0.02, -0.01], [-0.11, -0.02, 0.08], [0.01, -0.03, 0.02], [0.00, 0.00, -0.02], [0.00, 0.02, 0.00], [0.00, 0.01, 0.00], [0.17, 0.11, -0.02], [-0.01, -0.07, -0.01], [0.00, -0.08, 0.03], [-0.08, 0.06, -0.13], [-0.01, 0.05, -0.01], [-0.01, -0.01, 0.00], [-0.12, -0.09, 0.29], [0.00, 0.03, -0.01], [-0.73, -0.15, 0.46], [0.01, -0.01, 0.07], [0.00, 0.00, -0.02], [0.09, -0.06, -0.01], [0.02, 0.01, -0.03], [0.02, -0.01, -0.02], [0.19, 0.03, 0.09], [-0.04, -0.04, -0.03], [0.00, 0.00, -0.01], [-0.02, 0.08, 0.04], [0.00, -0.01, 0.01], [-0.11, 0.08, 0.08], [-0.02, -0.01, -0.01], [0.05, 0.09, -0.09], [0.04, 0.06, -0.05], [-0.01, 0.00, 0.01], [0.08, 0.06, -0.01], [0.00, 0.01, 0.00], [-0.04, 0.08, 0.02], [-0.01, -0.01, 0.02], [-0.03, 0.01, -0.04], [0.03, 0.02, -0.03], [0.00, 0.02, 0.00], [0.00, 0.00, 0.03], [-0.08, 0.10, -0.07], [-0.01, -0.06, -0.04], [-0.02, -0.04, 0.02], [0.01, -0.01, 0.01], [0.00, 0.00, 0.00], [0.00, 0.02, -0.03], [-0.02, 0.03, 0.00], [0.01, 0.04, 0.01], [0.01, 0.00, 0.01], [0.02, 0.00, 0.00], [0.05, 0.05, 0.02], [0.01, 0.05, 0.00], [0.01, -0.01, 0.02], [-0.01, 0.00, 0.01], [0.00, 0.08, -0.07], [0.01, 0.03, 0.03], [0.05, 0.01, 0.04], [-0.02, 0.04, -0.02], [0.15, 0.15, -0.02], [-0.11, 0.11, -0.06], [-0.07, 0.13, -0.09], [-0.26, -0.12, 0.58], [0.01, -0.01, -0.02], [-0.08, -0.06, 0.05], [0.00, -0.04, -0.03], [0.15, 0.02, -0.14], [0.84, -0.04, -0.49], [0.00, 0.00, -0.01], [-0.05, 0.02, -0.03], [0.08, -0.12, -0.07], [-0.03, 0.00, -0.02], [-0.06, 0.05, -0.01], [0.05, 0.00, -0.01], [0.07, -0.15, -0.42], [-0.01, 0.01, 0.03], [-0.16, 0.10, 0.00], [0.01, 0.00, -0.03], [-0.02, -0.02, 0.02], [0.05, 0.00, -0.01], [-0.08, -0.15, -0.23], [0.02, 0.01, 0.01], [-0.02, -0.01, 0.20], [-0.04, -0.04, 0.01], [0.03, -0.02, 0.02], [-0.01, 0.00, 0.01], [0.01, 0.00, 0.00], [0.01, 0.10, 0.05], [0.15, -0.21, 0.09], [0.02, -0.01, 0.01], [0.05, -0.07, -0.01], [0.05, -0.03, -0.02], [-0.01, 0.01, 0.01]]
}


{
  "formula": "C3H9NO3",
  "method": "the ωB97M-V functional and the def2-TZVPD basis",
  "fmax_ev_per_a": 1.12,
  "e_above_lowest_kj_mol": 115.95,
  "e_lumo_ev": 0.65,
  "smiles": "O=CNCCO.O",
  "orbital_gap_ev": 10.75,
  "homo_ha": -0.37123,
  "total_energy_ev": -10889.3797,
  "symbols": ["H", "O", "H", "H", "C", "H", "C", "C", "H", "H", "H", "H", "H", "O", "O", "N"],
  "positions_angstrom": [[-1.978921, 1.345756, 2.328624], [-1.059911, -0.424167, 2.456373], [-2.434609, -0.175298, 0.340333], [2.946684, 0.292794, -1.403724], [-1.201701, 0.810530, 1.779790], [-0.090227, 0.943955, -1.074426], [-1.687575, 0.624699, 0.347862], [-0.060558, -0.981680, -0.586537], [2.198010, 0.780708, -2.634470], [-0.760823, -1.743918, -0.180920], [-0.208589, -0.812964, 2.217812], [-2.140725, 1.546027, 0.007413], [-0.282998, 1.402687, 1.804772], [1.038318, -1.226268, -1.019165], [3.079196, 0.749522, -2.245458], [-0.642255, 0.252571, -0.586162]],
  "forces_ev_per_a": [[0.08, 0.09, 0.01], [0.47, -0.16, -0.11], [-0.08, 0.21, 0.05], [-0.09, -0.09, -0.28], [-0.49, 0.02, 0.07], [-0.09, 0.28, 0.34], [0.18, -0.22, -0.05], [-1.07, 0.21, 0.23], [0.15, -0.18, 0.04], [0.37, -0.02, 0.05], [-0.14, 0.01, 0.12], [-0.20, 0.15, -0.19], [0.01, 0.01, 0.01], [0.35, -0.13, -0.21], [-0.06, 0.20, 0.18], [0.60, -0.39, -0.26]]
}


{
  "formula": "C8H20ClO14",
  "method": "the ωB97M-V functional and the def2-TZVPD basis",
  "fmax_ev_per_a": 5.00,
  "e_lumo_ev": 2.16,
  "total_charge": -1,
  "orbital_gap_ev": 8.20,
  "homo_ha": -0.22207,
  "total_energy_ev": -49801.1193,
  "symbols": ["O", "H", "C", "H", "O", "O", "H", "C", "H", "O", "C", "H", "H", "O", "O", "H", "O", "C", "H", "O", "O", "Cl", "C", "H", "C", "O", "O", "H", "H", "O", "H", "H", "H", "H", "C", "H", "H", "O", "O", "C", "H", "H", "H"],
  "positions_angstrom": [[9.077554, 6.999130, 24.008065], [9.389397, 12.537751, 12.853197], [8.403959, 12.900773, 13.145129], [1.584811, 10.562242, 14.947710], [8.379579, 13.224160, 14.565992], [7.604707, 7.493300, 15.355853], [8.205678, 8.740207, 23.336386], [6.946828, 7.046248, 23.395326], [7.939071, 13.805581, 11.322780], [7.211375, 6.023136, 24.379192], [8.264160, 7.681451, 23.083914], [7.541712, 12.270264, 12.928114], [10.668796, 3.552976, 18.509490], [1.289294, 7.828575, 14.327830], [9.000072, 5.384352, 25.592438], [0.894871, 10.898017, 13.437454], [8.021169, 6.330389, 17.481908], [8.286711, 14.136919, 12.301288], [2.850385, 9.135329, 13.753770], [8.015376, 8.739439, 17.182384], [5.567771, 5.305096, 10.986302], [8.254740, 7.494581, 16.602800], [1.090430, 10.065260, 14.113017], [4.140909, 3.103051, 16.034526], [1.809397, 8.892540, 13.540449], [9.642978, 7.376953, 16.293358], [4.803414, 3.333328, 15.383148], [5.094723, 4.784352, 11.635371], [6.367915, 6.561084, 22.609458], [-0.121406, 9.479271, 14.548214], [1.666159, 8.681190, 12.480765], [11.511266, 4.483661, 17.663332], [5.463602, 3.821978, 15.874693], [9.269885, 14.607385, 12.289667], [0.098979, 8.156045, 14.792985], [7.512817, 14.817217, 12.656766], [6.332740, 7.842837, 23.815408], [-0.639752, 7.338892, 15.341724], [11.539591, 3.644358, 18.122697], [8.438364, 6.052681, 24.715759], [6.245814, 5.756696, 11.488854], [8.702131, 12.391504, 14.918461], [8.528950, 7.450491, 22.052102]],
  "forces_ev_per_a": [[2.20, 0.31, 0.19], [-0.24, -1.03, 0.27], [-0.39, 1.09, 0.62], [0.24, -0.53, 0.33], [0.39, -0.48, -1.37], [-2.61, -1.13, -1.71], [0.51, -0.06, -0.37], [-2.11, 0.02, 0.23], [0.46, 0.21, -0.30], [-3.07, -0.07, -0.69], [-0.42, -0.85, -0.27], [0.40, -0.58, -0.03], [-0.24, 0.06, 0.03], [1.32, -0.64, -0.47], [-1.61, 1.50, -2.34], [-0.29, -0.35, -0.37], [-1.65, 1.26, -0.52], [-0.42, 0.22, 0.16], [0.29, -1.07, -0.19], [-1.13, 2.24, 2.51], [-0.09, 0.03, -0.34], [3.41, -2.70, -0.20], [-0.75, 1.16, -0.29], [-0.17, -0.03, 0.13], [1.17, 0.71, 0.22], [1.97, 0.25, -0.05], [-0.08, -0.17, -0.26], [-0.11, -0.14, 0.22], [0.40, 0.17, -0.21], [-1.30, -0.45, 0.74], [-0.17, 0.10, 0.09], [-0.12, 0.31, -0.17], [0.29, 0.26, 0.10], [-0.28, 0.40, -0.37], [-1.94, -1.67, 1.31], [0.14, 0.12, 0.22], [-0.47, -0.50, 0.41], [1.45, 2.70, -1.35], [0.30, -0.29, 0.09], [3.98, -0.95, 2.86], [0.20, 0.13, 0.18], [-0.05, 0.02, 0.82], [0.57, 0.43, 0.11]]
}


What is the formula in the first record? C2H8N2